[1]
Computed, not measured: a cluster of 3 separate species, C5H16O2 in total, with ωB97M-V with the def2-TZVPD basis set.

```
23
Properties=species:S:1:pos:R:3:lowdin_spin:R:1
C -1.34 -1.29 -1.82 0.04
C -1.35 -0.70 -0.47 0.17
C -0.12 -0.11 0.06 0.21
C 0.68 0.86 -0.83 0.15
C -0.26 2.07 -1.04 0.11
H -2.33 -1.20 -2.27 0.01
H -0.62 -0.85 -2.50 0.00
H -1.04 -2.34 -1.75 0.02
H -2.16 0.09 -0.40 0.09
H -1.85 -1.38 0.26 0.05
H 0.63 -0.94 0.17 0.12
H -0.25 0.34 1.03 0.00
H 1.00 0.39 -1.76 0.00
H 1.57 1.19 -0.33 0.00
H -0.65 2.41 -0.08 0.00
H -1.07 1.75 -1.69 0.01
H 0.30 2.88 -1.52 0.02
H 0.93 -5.33 2.68 0.00
H 0.43 -3.93 2.61 0.00
O 0.69 -4.65 2.03 0.00
H 1.95 3.75 3.23 0.00
H 2.22 3.35 1.79 0.00
O 2.67 3.65 2.59 0.00
```

Values from the calculation:
DFT total energy   -350.1750 Ha
Highest occupied orbital energy (spin up / spin down)   -0.5216 / -0.5216 Eh
Multiplicity   2
Lowest unoccupied orbital energy (spin up / spin down)   -3.0 / -10.2 eV
Relative energy (zero: lowest compared OMol25 entry of this formula, charge and spin)   0.393 eV
Orbital gap (spin up / spin down)   11.15 / 4.00 eV
Total charge   +1
Molar mass   108.18 g/mol

---

[2]
Computed, not measured: a cluster of 3 separate species, C5H16O3 in total, with ωB97M-V with the def2-TZVPD basis set.

```
24
Properties=species:S:1:pos:R:3:nbo_charge:R:1
C 2.67 0.13 1.32 -0.61
C 1.15 -0.07 1.34 -0.41
C 0.33 0.81 0.38 -0.41
C 0.41 0.33 -1.06 -0.43
C -0.44 0.88 -2.17 -0.06
O -1.74 0.28 -2.36 -0.74
H 3.11 -0.17 0.37 0.20
H 3.12 -0.55 2.05 0.21
H 2.97 1.16 1.51 0.20
H 0.75 0.08 2.34 0.20
H 1.03 -1.10 1.01 0.21
H 0.66 1.85 0.43 0.20
H -0.67 0.83 0.81 0.23
H 0.29 -0.77 -1.05 0.19
H 1.45 0.50 -1.37 0.21
H 0.08 0.77 -3.13 0.16
H -0.67 1.93 -2.16 0.18
H -1.65 -0.67 -2.19 0.46
O -0.84 -2.46 1.57 -0.92
H -1.66 -2.76 1.15 0.46
H -0.98 -1.51 1.40 0.47
O -3.00 0.34 0.28 -0.95
H -3.29 -0.57 0.17 0.46
H -3.10 0.71 -0.61 0.49
```

Values from the calculation:
DFT total energy   -425.7961 Ha
Highest occupied orbital energy   -0.3819 Eh
Multiplicity   1
Structure (SMILES)   CCCCCO.O.O
Lowest unoccupied orbital energy   0.4 eV
Relative energy (zero: lowest compared OMol25 entry of this formula, charge and spin)   0.399 eV
Orbital gap   10.75 eV
Total charge   0
Molar mass   124.18 g/mol

---

[3]
Computed, not measured: a structure of composition C5H16O4Rb, with ωB97M-V with the def2-TZVPD basis set.

```
26
Properties=species:S:1:pos:R:3:nbo_charge:R:1
Rb 0.84 -0.55 0.66 0.99
O -1.67 -1.04 2.17 -0.96
H -1.95 -1.92 1.91 0.48
H -1.63 -1.08 3.13 0.49
C 0.58 -4.43 -2.22 -0.11
C -0.46 -3.43 -1.78 -0.10
O -0.27 -3.08 -0.45 -0.77
O 1.78 -3.79 -2.62 -0.71
H 0.25 -5.11 -3.01 0.20
H 0.78 -5.14 -1.42 0.17
H -1.49 -3.79 -1.84 0.18
H -0.37 -2.51 -2.36 0.19
H -0.75 -3.70 0.09 0.48
H 2.37 -3.73 -1.87 0.47
C -1.06 3.78 1.40 -0.65
C 0.03 3.08 0.59 0.10
C 1.16 4.05 0.01 -0.64
O 0.77 2.25 1.42 -0.78
H -1.78 3.07 1.80 0.22
H -1.59 4.43 0.70 0.22
H -0.70 4.48 2.15 0.22
H -0.39 2.49 -0.22 0.17
H 0.67 4.99 -0.24 0.22
H 1.73 3.65 -0.82 0.22
H 1.97 4.28 0.70 0.21
H 1.20 2.74 2.12 0.49
```

Values from the calculation:
DFT total energy   -524.9392 Ha
Highest occupied orbital energy   -0.4890 Eh
Multiplicity   1
Lowest unoccupied orbital energy   -3.3 eV
Orbital gap   10.03 eV
Total charge   +1
Molar mass   225.65 g/mol